Entry from the OMol25 dataset: a 10-piece molecular cluster, C46H116N8O10 overall (the ωB97M-V functional and the def2-TZVPD basis).

The energy relative to the best compared isomer or geometry (same formula, charge and spin) comes out at 4.102 eV. For the orbital gap, the calculation gives 0.318 Ha. The total energy comes out at -81966.9108 eV. As for the largest force on an atom: 5.32 eV/Å. For the HOMO energy, the calculation gives -8.2 eV.

```
180
Properties=species:S:1:pos:R:3:forces:R:3:mulliken_charge:R:1
C -0.261521 0.354479 -0.139776 0.3 -0.8 -0.2 0.616
C 1.167899 0.017899 -0.647806 -1.4 -0.1 0.5 -0.344
O 1.547059 1.004549 -1.561396 1.3 0.8 0.6 0.356
H -0.246711 0.336559 0.949974 -0.5 -0.1 0.0 0.129
H -0.962171 -0.355501 -0.579226 -0.2 -0.3 0.5 -0.361
H -0.633381 1.315849 -0.494146 0.5 0.2 0.1 0.061
H 1.235339 -1.007631 -1.010896 -0.3 -0.1 -0.8 0.111
H 1.815909 -0.085891 0.222484 0.5 1.0 0.0 0.022
H 1.265269 0.854199 -2.466706 0.2 -0.9 -0.2 -0.418
C 4.630109 3.698749 2.155204 -0.3 -0.7 0.2 -0.562
C 5.342229 2.356289 2.510504 -0.6 0.7 -2.6 -0.369
O 4.335139 1.319019 2.466944 0.1 0.2 1.9 -0.453
H 3.836499 3.768649 2.899114 0.0 0.4 0.2 0.317
H 4.093089 3.694509 1.206684 0.1 -0.5 -0.2 -0.197
H 5.220779 4.614339 2.125074 0.4 -0.2 0.4 0.428
H 5.901619 2.514769 3.432494 -0.6 -0.9 0.5 0.374
H 6.082339 2.061539 1.766554 0.3 0.3 -0.1 0.239
H 4.225279 0.838239 1.643294 0.6 0.5 -0.3 0.084
C -6.147671 -4.879981 -0.634756 0.9 -0.3 -1.4 -1.595
C -6.045531 -3.422331 -0.134696 -0.8 -1.8 2.6 1.564
C -5.001831 -3.276501 1.029264 0.7 0.1 -0.5 -1.002
C -3.482521 -3.235051 0.594654 -2.0 0.2 -0.2 -0.787
C -3.336881 -2.223981 -0.572566 1.8 0.0 2.5 -0.046
C -4.303221 -2.323291 -1.666226 -1.2 -0.3 -2.0 1.623
N -5.673681 -2.417011 -1.078226 0.4 1.4 0.0 0.483
O -6.691441 -2.028461 -1.973326 0.0 -0.9 -0.9 -0.548
C -4.198901 -0.980551 -2.508316 0.4 -1.3 1.0 -1.446
C -3.846261 -3.512381 -2.575206 -0.1 1.0 -0.9 -1.532
C -7.456711 -3.162101 0.516944 0.1 1.2 -0.3 -1.999
H -6.285831 -5.742511 0.017194 -0.1 0.6 0.9 0.376
H -5.219861 -5.126751 -1.150876 -0.1 -0.1 -0.2 0.253
H -6.957011 -4.984241 -1.357386 0.0 0.3 -0.2 0.359
H -5.147121 -2.298011 1.487024 -0.3 0.2 -0.1 0.208
H -5.231441 -3.986011 1.824224 0.2 -0.3 -0.2 0.504
H -3.064421 -4.187501 0.268864 -0.3 -0.3 0.0 0.252
H -2.917161 -2.942121 1.479334 0.2 0.2 -0.2 0.130
H -2.318851 -2.443491 -0.894316 0.1 0.4 -0.7 -0.374
H -3.327671 -1.188511 -0.232246 -0.1 0.0 0.5 0.180
H -4.633681 -1.054021 -3.505146 -0.2 0.1 0.2 0.351
H -4.575741 -0.153481 -1.906616 -0.4 0.0 -0.2 0.437
H -3.127231 -0.799601 -2.591336 0.1 0.0 -0.3 0.098
H -4.542361 -3.609411 -3.408356 -0.5 -0.8 0.3 0.436
H -2.960671 -3.216541 -3.137626 0.4 0.4 0.3 0.190
H -3.536841 -4.431901 -2.078376 -0.6 0.0 0.0 0.273
H -7.530231 -2.098871 0.745524 -0.1 0.3 -0.1 0.464
H -7.710631 -3.630891 1.467654 0.9 -0.5 0.0 0.367
H -8.309961 -3.425251 -0.108206 0.3 0.1 -0.5 0.365
H -7.264171 -1.419071 -1.501916 0.2 0.2 0.3 0.322
C -1.630471 3.811239 5.667294 -0.5 -0.1 -1.0 -1.552
C -3.172391 3.921099 5.220434 0.1 1.4 0.6 1.645
C -3.613081 5.225909 4.475444 1.0 0.6 -0.6 -1.497
C -3.145521 5.284979 3.003984 -1.0 -1.3 0.1 -0.626
C -3.613921 4.007529 2.203184 -0.5 0.3 2.1 -1.046
C -3.433571 2.622839 3.022194 3.8 3.0 -2.1 2.243
N -3.680601 2.761029 4.429924 -1.4 1.7 1.2 0.200
O -3.513771 1.538029 5.127494 0.6 0.0 -0.3 -0.332
C -4.239801 1.602339 2.371574 -1.3 -1.2 0.1 -2.393
C -1.957781 2.300459 2.718634 0.4 -1.3 1.0 -0.857
C -3.935281 4.079899 6.557774 0.2 -2.0 0.5 -2.052
H -1.461001 2.839489 6.131044 -0.1 -0.2 -0.2 0.356
H -1.246471 4.522459 6.398604 -0.7 0.4 0.1 0.470
H -0.943621 3.917869 4.827664 -0.1 -0.2 -0.2 0.233
H -4.652141 5.480709 4.684054 -0.6 -1.0 -0.8 0.455
H -3.244411 6.118279 4.981264 1.0 -0.2 0.3 0.499
H -2.059371 5.370719 3.035984 0.2 -0.3 -0.2 0.265
H -3.478471 6.147899 2.427264 -0.2 0.2 0.3 0.476
H -3.087451 4.077819 1.251354 0.1 -0.9 0.0 0.046
H -4.681331 4.009559 1.982404 -0.2 0.7 0.0 0.541
H -4.097031 1.586219 1.291084 -0.2 0.3 0.0 0.391
H -3.940691 0.610449 2.710364 -0.3 -0.1 0.2 0.408
H -5.257221 1.840649 2.681674 -0.4 -0.6 -0.5 0.585
H -1.257911 3.128419 2.605674 -0.2 0.1 -0.1 -0.075
H -1.639761 1.727569 3.589704 0.5 -0.2 0.0 0.107
H -1.899101 1.607159 1.879594 0.2 0.3 -0.2 -0.112
H -3.413971 4.699889 7.287124 -0.1 0.5 -0.4 0.400
H -3.879201 3.102339 7.036654 -0.1 -0.2 0.3 0.475
H -5.001761 4.301439 6.517264 0.1 0.3 -0.4 0.395
H -4.261171 1.534889 5.729964 -0.2 -0.2 -0.1 0.325
C -0.692361 0.162629 -4.132346 -1.5 -0.6 -1.1 -1.613
C 0.478329 -0.630361 -4.728006 0.5 1.0 0.6 2.264
C 0.514709 -0.779351 -6.233156 -1.3 -0.7 0.0 -1.071
O 1.540209 -1.620711 -6.757166 0.0 1.1 -0.8 -0.448
C 1.448399 -2.918931 -6.253856 1.3 -0.1 2.3 -0.701
N 1.612209 0.113479 -4.262906 2.0 0.9 0.3 -0.636
H -0.899351 1.147109 -4.551936 0.7 0.2 -0.7 0.459
H -0.654461 0.407949 -3.070986 0.3 -0.8 0.2 0.059
H -1.612431 -0.367151 -4.379116 -0.3 -0.1 0.5 0.445
H 0.534149 -1.638351 -4.316966 -0.2 0.1 0.3 -0.983
H 0.537129 0.218959 -6.670156 0.3 -0.2 -0.4 0.336
H -0.429281 -1.268741 -6.472916 -0.4 0.1 -0.5 0.452
H 1.945049 -2.869571 -5.284836 -0.7 0.0 1.1 0.221
H 2.194739 -3.647871 -6.569646 -0.6 0.1 -1.9 0.424
H 0.425059 -3.261171 -6.099766 0.1 -0.3 -0.4 0.316
H 2.440959 0.015279 -4.831786 0.4 -1.1 0.0 0.259
H 1.495249 1.100959 -4.439826 -0.8 0.5 0.1 0.185
C 2.057319 -1.523871 5.464784 -0.8 -0.8 1.9 -1.616
C 1.290719 -1.212731 4.176154 2.3 0.8 0.1 0.797
C -0.253221 -1.078391 4.431224 0.2 -1.5 0.5 -0.051
O -0.751641 -2.260691 5.224394 2.5 2.1 -1.0 -0.406
C -2.110171 -2.540861 5.123744 0.5 0.1 -0.4 -0.043
N 1.862269 0.025969 3.511614 -2.5 -0.6 0.0 -0.124
H 1.605769 -0.984791 6.297604 0.2 0.3 0.1 0.325
H 3.138839 -1.483301 5.594244 0.2 1.0 -1.1 0.383
H 1.968029 -2.561601 5.786104 -0.8 -0.4 -0.3 0.409
H 1.613839 -2.042181 3.547104 -1.0 -0.1 -0.6 -0.307
H -0.813251 -0.950081 3.504944 0.0 -0.6 -0.4 0.053
H -0.489881 -0.152511 4.955474 0.3 0.1 0.6 0.236
H -2.706631 -1.705841 5.491264 -0.4 -0.1 0.1 0.211
H -2.200041 -3.452611 5.714274 -0.6 0.1 -0.1 0.258
H -2.318621 -2.720791 4.069104 -0.6 -0.2 -0.1 -0.170
H 1.378979 0.844439 3.853144 0.3 0.2 0.0 0.068
H 2.848779 0.210179 3.397764 0.0 -0.5 0.6 0.195
C 2.614059 -5.037291 0.509184 -0.3 -0.1 0.9 -1.156
C 3.762219 -4.282861 -0.131216 -1.7 1.0 0.7 1.580
C 4.774759 -3.888871 0.960614 0.4 -0.2 0.1 -1.188
O 5.857849 -2.971531 0.608924 -1.3 -0.3 0.2 -0.403
C 5.390509 -1.618381 0.802964 -0.4 -0.7 -0.1 -0.477
N 4.339859 -4.972161 -1.258516 0.3 0.1 0.6 -0.589
H 2.030859 -4.321241 1.088204 0.0 0.0 0.3 0.235
H 2.960499 -5.811311 1.193994 -0.1 -0.3 -0.1 0.416
H 1.897119 -5.452821 -0.198936 0.4 -0.2 -0.2 0.058
H 3.204889 -3.417671 -0.490286 0.5 0.7 -0.2 -0.640
H 5.178729 -4.823271 1.350244 0.9 -0.3 -0.6 0.501
H 4.258699 -3.628411 1.884714 -0.3 1.1 -0.1 0.342
H 4.455089 -1.504971 0.255024 -0.4 0.1 0.2 0.060
H 6.028899 -0.833631 0.397104 0.6 -0.6 0.0 0.340
H 5.251139 -1.474501 1.874404 -0.2 0.3 0.0 0.347
H 4.254259 -4.304661 -2.011646 0.7 -0.3 -0.4 0.270
H 5.287579 -5.012891 -0.911726 0.7 -0.4 -1.3 0.342
C 0.247019 -8.488641 -2.708876 -0.4 0.5 0.6 -1.424
C -0.243181 -7.032341 -2.531476 2.8 -0.3 -1.7 0.459
C 0.916159 -6.134471 -3.163236 -1.7 0.1 -0.4 -0.785
O 0.370099 -4.827141 -3.453736 0.8 -0.1 0.3 -0.309
C 0.223229 -3.964391 -2.340866 -0.4 -0.1 -0.2 0.806
N -1.420671 -6.832401 -3.339656 -1.0 0.8 0.4 -0.645
H -0.393361 -9.099761 -2.072846 0.1 -0.5 -0.4 0.346
H 1.295109 -8.674481 -2.474216 0.0 0.3 0.5 0.331
H 0.195289 -8.729611 -3.770646 -0.5 -0.2 0.0 0.374
H -0.459381 -6.738621 -1.504306 0.0 -0.2 0.0 0.240
H 1.069499 -6.561401 -4.154346 0.0 -0.1 -0.2 0.426
H 1.919549 -6.120251 -2.737666 -0.2 0.3 0.8 0.339
H -0.619181 -4.205171 -1.692426 -0.2 -0.6 0.2 0.089
H -0.068931 -2.998981 -2.754056 0.5 0.2 0.1 -0.283
H 1.109159 -3.946301 -1.706126 0.2 0.3 -0.2 -0.484
H -1.302621 -6.970651 -4.333166 0.6 -0.9 -0.2 0.341
H -1.492241 -5.825521 -3.373866 -0.7 0.5 0.3 0.131
C 5.143609 2.401859 -1.920126 -1.2 2.0 -0.5 -0.891
C 5.787279 3.854659 -2.251786 -0.5 -2.6 1.0 0.189
C 5.117239 5.035759 -1.499886 0.9 -0.7 0.4 0.990
O 5.945929 6.198029 -1.651786 -0.8 -0.8 0.2 -0.410
C 5.336089 7.472459 -1.435626 0.9 -0.9 -0.5 -0.569
N 7.229579 3.654609 -1.939936 -0.3 1.1 -1.0 -0.737
H 4.107909 2.342129 -2.254556 -0.4 0.5 0.0 0.183
H 5.046189 2.260049 -0.843786 0.6 -0.4 0.1 -0.086
H 5.539099 1.575489 -2.510726 1.0 0.2 0.5 0.441
H 5.596249 3.946849 -3.320946 0.7 0.4 -0.1 0.303
H 5.055219 4.724009 -0.457256 0.2 0.2 0.4 -0.304
H 4.070799 5.185269 -1.765786 0.0 0.2 -0.6 -0.472
H 5.258599 7.784759 -0.394196 0.0 -0.3 0.3 0.236
H 4.346549 7.472729 -1.892696 0.0 0.4 -0.2 0.178
H 6.092879 8.089899 -1.919486 -0.7 0.7 -0.1 0.279
H 7.697219 4.495269 -2.247646 0.3 0.2 -0.4 0.330
H 7.442779 3.682239 -0.953086 -0.6 -0.3 0.5 0.248
C -0.581261 4.078919 -1.837676 -0.7 0.8 -0.5 -1.421
C 0.867609 4.443689 -1.541116 -0.9 -1.2 1.0 0.979
C 1.057159 5.921059 -1.298336 -0.9 0.9 -1.8 -0.780
O 0.678149 6.738039 -2.499286 0.2 0.2 3.2 -0.437
C 1.527429 6.692669 -3.602066 -0.5 -1.0 0.1 -0.501
N 1.328319 3.732769 -0.318956 0.8 0.9 -1.0 -0.061
H -0.760451 3.053919 -2.162256 0.3 -0.2 0.3 0.116
H -0.978421 4.705099 -2.636586 0.0 0.1 -0.2 0.472
H -1.222241 4.310189 -0.986936 0.0 -0.2 0.3 0.156
H 1.424729 4.113579 -2.417896 0.6 0.0 0.2 0.142
H 2.064739 6.047429 -0.902216 0.3 0.5 -0.5 0.336
H 0.364899 6.315449 -0.554466 -0.1 -0.2 0.1 0.401
H 1.450169 7.616809 -4.174876 0.0 0.0 0.1 0.246
H 1.071699 5.864919 -4.145426 0.9 -0.1 -1.1 0.263
H 2.552419 6.492509 -3.289926 0.2 0.0 -0.3 0.167
H 0.778969 4.010589 0.481744 -0.2 -0.3 0.0 0.192
H 1.360039 2.738469 -0.493496 -0.2 -0.1 0.2 -0.271
```
Positions in Å, forces in eV/Å.